(1)
CBrFS in the gas phase in a non-equilibrium geometry. Source: the Open Molecules 2025 dataset; level of theory: wB97M-V/def2-TZVPD.

Cartesian coordinates (Å):
C1 -0.06960 -0.10985 0.04018
F1 -0.58293 1.38696 -0.03198
S1 -1.10321 -1.29226 -0.01122
Br1 1.75575 0.01514 0.00302

Cartesian forces, eV/Å:
C -1.7707 3.3019 -0.6166
F 1.2403 -3.7107 0.3016
S 0.3502 0.4149 0.1868
Br 0.1801 -0.0062 0.1282

The calculation puts the energy above the lowest of the compared OMol25 structures with the same formula, charge and spin at 0.0000 eV. The value obtained for the molar mass is 142.980 g/mol. As for the total charge: 0. As for the spin multiplicity: 1. The total energy is -84630.6662 eV. The SMILES is FC(=S)Br. For the HOMO-LUMO gap, the calculation gives 9.3 eV. The HOMO energy comes out at -0.3786 hartree.

---

(2)
A molecular structure, CBrI3S in a non-equilibrium geometry. Source: the Open Molecules 2025 dataset; level of theory: wB97M-V/def2-TZVPD.

Cartesian coordinates (Å):
C1 -0.06115 0.80714 0.05267
S1 1.29860 -1.44488 -0.18725
Br1 -0.02690 -2.79392 0.91712
I1 0.19673 1.25743 2.08950
I2 -2.05056 0.38837 -0.31698
I3 1.04172 1.87667 -1.48932

Cartesian forces, eV/Å:
C 1.5374 -1.4486 -0.4215
S -1.6242 1.5465 0.4634
Br 0.3295 0.4600 -0.2904
I 0.3686 0.1116 -0.4306
I 0.0492 -0.1623 -0.3781
I -0.6606 -0.5071 1.0571

The calculation puts the energy above the lowest of the compared OMol25 structures with the same formula, charge and spin at 0.4153 eV. The value obtained for the molar mass is 504.694 g/mol. As for the total charge: 0. As for the spin multiplicity: 1. The total energy is -106213.9275 eV. For the HOMO-LUMO gap (spin up / spin down), the calculation gives 6.7 / 6.7 eV. The HOMO energy (spin up / spin down) comes out at -0.3248 / -0.3248 hartree.

---

(3)
2 unconnected molecules or ions with the total composition CBrN3O in a non-equilibrium geometry. Source: the Open Molecules 2025 dataset; level of theory: wB97M-V/def2-TZVPD.

Cartesian coordinates (Å):
C1 0.45336 -1.25113 0.40049
N1 0.22906 1.35642 -1.13390
N2 -0.59852 -1.69975 0.42184
N3 -0.61159 1.09447 -0.47178
O1 -1.57727 1.03261 0.16719
Br1 2.10496 -0.53262 0.61616

Cartesian forces, eV/Å:
C 1.3667 0.2257 0.5726
N 2.1239 -0.1618 -1.3549
N -0.5977 -0.3764 -0.2543
N -1.0749 1.4253 -0.2139
O -1.4529 -0.7137 1.3412
Br -0.3651 -0.3992 -0.0907

The calculation puts the energy above the lowest of the compared OMol25 structures with the same formula, charge and spin at 0.4462 eV. The value obtained for the molar mass is 149.935 g/mol. As for the total charge: 0. As for the spin multiplicity: 1. The total energy is -77594.0792 eV. The SMILES is N#[N+][O-].N#CBr. For the HOMO-LUMO gap, the calculation gives 11.5 eV. The HOMO energy comes out at -0.4198 hartree.